# 1
Here is C51H36Cl2N7O9PS2Sr as an isolated structure at a distorted geometry from the OMol25 dataset. Energies are from ωB97M-V with the def2-TZVPD basis set.

Summary:
* F_max: 1.02 eV/A
* LUMO: 0.099 hartree
* net charge: -2
* ΔE to the lowest compared entry with this formula, charge and spin: 0.0 kJ/mol

Geometry (Å):
Sr  0.06  -0.60  -0.23
Cl  1.85  -0.48  7.34
C  1.18  -0.34  5.72
C  -0.17  -0.04  5.58
C  -0.71  0.08  4.32
Cl  -2.40  0.46  4.18
C  0.04  -0.08  3.11
O  -0.47  0.08  1.98
C  1.43  -0.40  3.33
C  2.38  -0.65  2.25
O  2.16  -0.74  1.06
C  1.97  -0.51  4.62
H  -0.80  0.10  6.44
H  3.42  -0.79  2.61
H  3.03  -0.72  4.72
C  -12.50  3.44  -5.92
O  -11.40  4.26  -5.57
C  -10.33  3.67  -4.96
C  -10.26  2.32  -4.66
C  -9.11  1.83  -4.04
C  -8.05  2.66  -3.71
C  -8.15  4.02  -4.02
C  -9.28  4.52  -4.64
C  -6.84  2.18  -3.04
N  -5.84  2.94  -2.68
C  -4.92  2.09  -2.10
C  -5.38  0.80  -2.13
N  -6.61  0.86  -2.74
C  -4.66  -0.31  -1.58
C  -5.09  -1.64  -1.57
C  -4.30  -2.59  -0.98
C  -3.11  -2.19  -0.38
N  -2.67  -0.95  -0.41
C  -3.41  0.00  -1.00
C  -2.88  1.37  -1.01
N  -1.65  1.56  -0.51
C  -1.16  2.78  -0.47
C  -1.88  3.90  -0.93
C  -3.12  3.72  -1.48
C  -3.64  2.42  -1.53
H  -13.23  4.09  -6.39
H  -12.94  2.97  -5.03
H  -12.20  2.66  -6.63
H  -11.06  1.63  -4.90
H  -9.08  0.77  -3.81
H  -7.33  4.67  -3.77
H  -9.36  5.57  -4.89
H  -7.22  0.09  -2.95
H  -6.02  -1.92  -2.04
H  -4.59  -3.64  -0.95
H  -2.45  -2.89  0.12
H  -0.17  2.90  -0.04
H  -1.42  4.88  -0.84
H  -3.70  4.55  -1.87
O  0.88  -2.91  -1.41
C  0.45  -3.53  -0.41
O  -0.08  -3.02  0.60
C  0.57  -5.05  -0.45
C  0.85  -5.69  -1.65
C  0.94  -7.07  -1.72
C  0.77  -7.84  -0.58
C  0.50  -7.17  0.60
C  0.38  -5.80  0.71
N  0.31  -8.00  1.83
O  0.34  -9.22  1.71
O  0.02  -7.43  2.86
H  1.00  -5.07  -2.52
H  1.15  -7.56  -2.67
H  0.84  -8.92  -0.59
H  0.14  -5.31  1.64
S  4.23  5.40  2.95
P  2.97  4.73  1.55
S  1.96  3.04  1.69
C  3.84  4.74  -0.07
C  4.58  5.86  -0.47
C  5.21  5.90  -1.70
C  5.12  4.81  -2.56
C  4.40  3.69  -2.18
C  3.76  3.65  -0.94
C  1.74  6.08  1.24
C  1.42  7.01  2.23
C  0.45  7.97  2.00
C  -0.21  8.03  0.79
C  0.10  7.11  -0.21
C  1.07  6.14  0.03
H  4.66  6.69  0.22
H  5.77  6.78  -1.98
H  5.61  4.83  -3.53
H  4.31  2.83  -2.83
H  3.18  2.78  -0.66
H  1.96  6.97  3.16
H  0.21  8.68  2.79
H  -0.97  8.78  0.61
H  -0.40  7.14  -1.17
H  1.30  5.42  -0.75
C  3.81  0.00  -4.07
N  2.37  -0.03  -3.98
C  1.60  -0.50  -5.00
C  0.27  -0.64  -4.88
C  -0.35  -0.34  -3.59
O  -1.55  -0.56  -3.38
N  0.44  0.20  -2.62
C  1.78  0.33  -2.76
O  2.50  0.75  -1.85
H  4.10  -0.27  -5.09
H  4.26  -0.71  -3.37
H  4.20  0.99  -3.83
H  2.14  -0.74  -5.91
H  -0.33  -1.02  -5.69

=====

# 2
Here is C51H37Cl3CsF6GeN11O2 as an isolated structure from the OMol25 dataset. Energies are from ωB97M-V with the def2-TZVPD basis set.

Summary:
* F_max: 0.51 eV/A
* 2S+1: 2
* ⟨S²⟩: 0.7544
* LUMO (spin up / spin down): 0.069 / 0.067 hartree
* net charge: -1
* ΔE to the lowest compared entry with this formula, charge and spin: 57.1 kJ/mol

Geometry (Å):
Cs  0.12  -0.57  -0.34
C  3.91  -0.26  -5.71
N  2.65  -0.56  -5.06
C  2.38  -0.66  -3.75
N  1.08  -0.78  -3.56
C  0.59  -0.74  -4.82
N  1.50  -0.62  -5.77
C  4.24  1.22  -5.66
C  5.56  1.65  -5.53
C  5.85  3.00  -5.40
C  4.83  3.94  -5.39
C  3.51  3.51  -5.55
C  3.23  2.16  -5.70
C  2.37  4.43  -5.47
N  1.38  4.54  -6.29
N  0.45  5.36  -5.66
C  0.95  5.67  -4.51
O  2.19  5.14  -4.33
C  0.29  6.27  -3.34
C  0.82  7.33  -2.63
C  0.22  7.71  -1.44
C  -0.86  7.00  -0.94
C  -1.40  5.94  -1.65
C  -2.52  5.11  -1.06
N  -2.43  3.72  -1.45
C  -1.34  2.93  -1.50
N  -1.68  1.70  -1.84
C  -3.03  1.79  -1.95
N  -3.53  2.98  -1.73
C  -0.84  5.61  -2.88
H  3.81  -0.61  -6.74
H  4.70  -0.83  -5.23
H  3.14  -0.62  -2.98
H  -0.46  -0.82  -5.06
H  6.36  0.92  -5.48
H  6.88  3.32  -5.28
H  5.05  4.99  -5.25
H  2.19  1.85  -5.80
H  1.72  7.83  -2.98
H  0.64  8.53  -0.86
H  -1.26  7.24  0.04
H  -3.50  5.45  -1.40
H  -2.47  5.18  0.03
H  -0.35  3.30  -1.31
H  -3.65  0.95  -2.20
H  -1.23  4.77  -3.45
C  4.23  1.94  -2.12
C  4.94  0.86  -1.61
C  4.63  0.38  -0.35
C  3.63  0.97  0.42
C  2.93  2.09  -0.07
C  3.23  2.53  -1.36
C  3.34  0.39  1.76
C  4.40  0.06  2.64
C  4.11  -0.50  3.84
C  2.77  -0.76  4.19
C  2.38  -1.37  5.41
C  1.07  -1.62  5.67
C  0.08  -1.27  4.72
C  0.42  -0.68  3.54
C  1.78  -0.41  3.25
N  2.08  0.18  2.06
H  4.46  2.33  -3.10
H  5.73  0.40  -2.19
H  5.16  -0.48  0.05
H  2.71  3.39  -1.76
H  5.42  0.29  2.35
H  4.90  -0.74  4.55
H  3.15  -1.64  6.12
H  0.78  -2.09  6.60
H  -0.96  -1.49  4.93
H  -0.33  -0.44  2.80
C  -4.05  -3.07  -1.90
C  -3.00  -2.16  -1.69
N  -2.92  -1.38  -0.64
C  -3.87  -1.46  0.31
C  -4.97  -2.33  0.19
C  -5.04  -3.15  -0.95
C  -5.98  -2.36  1.21
C  -5.88  -1.56  2.29
C  -4.77  -0.66  2.45
C  -4.66  0.18  3.57
C  -3.58  1.01  3.67
C  -2.60  0.98  2.65
N  -2.68  0.19  1.60
C  -3.76  -0.61  1.48
H  -4.06  -3.70  -2.78
H  -2.19  -2.09  -2.41
H  -5.87  -3.83  -1.07
H  -6.81  -3.04  1.09
H  -6.64  -1.58  3.06
H  -5.43  0.17  4.33
H  -3.45  1.69  4.50
H  -1.74  1.63  2.70
Cl  1.88  5.10  0.01
Ge  1.52  3.12  1.02
Cl  2.64  3.41  2.90
Cl  -0.77  3.88  1.80
C  -1.38  -4.00  1.96
C  -0.24  -4.22  0.94
O  0.09  -3.12  0.26
C  -0.71  -5.32  -0.06
F  -1.03  -6.50  0.53
F  0.20  -5.60  -1.00
F  -1.82  -4.91  -0.70
C  0.99  -4.74  1.72
F  1.42  -3.80  2.59
F  2.04  -5.04  0.93
F  0.76  -5.85  2.47
H  -2.24  -3.60  1.42
H  -1.05  -3.27  2.69
H  -1.67  -4.92  2.47

=====

# 3
Here is C51H37Cl4FeN7 as an isolated structure at a distorted geometry from the OMol25 dataset. Energies are from ωB97M-V with the def2-TZVPD basis set.

Summary:
* F_max: 1.50 eV/A
* 2S+1: 5
* ⟨S²⟩: 6.1140
* LUMO (spin up / spin down): -0.034 / -0.051 hartree

Geometry (Å):
Fe  0.30  0.32  -0.24
Cl  6.14  -4.38  5.32
C  4.92  -3.58  4.39
C  4.75  -3.89  3.05
C  3.84  -3.18  2.30
C  3.05  -2.18  2.87
C  3.20  -1.92  4.23
C  4.13  -2.62  4.99
C  2.18  -1.35  2.03
C  2.85  -0.47  1.14
C  4.22  -0.12  1.22
C  4.39  0.99  0.44
C  3.14  1.27  -0.16
C  2.92  2.25  -1.15
C  3.85  3.40  -1.17
C  4.81  3.64  -2.14
C  5.63  4.75  -2.05
C  5.49  5.63  -0.99
Cl  6.54  7.00  -0.85
C  4.52  5.42  -0.02
C  3.71  4.30  -0.11
C  1.81  2.23  -2.00
N  0.67  1.52  -1.76
C  -0.20  1.79  -2.78
C  -1.58  1.61  -2.73
C  -2.36  1.86  -3.95
C  -2.01  1.16  -5.10
C  -2.72  1.33  -6.28
C  -3.79  2.21  -6.30
Cl  -4.67  2.44  -7.78
C  -4.15  2.92  -5.17
C  -3.43  2.75  -4.00
C  -2.25  1.29  -1.53
C  -3.65  1.34  -1.29
C  -3.84  1.08  0.05
C  -2.56  0.83  0.61
N  -1.61  0.95  -0.36
C  -2.35  0.34  1.92
C  -1.20  -0.34  2.32
C  -1.02  -1.04  3.56
C  0.19  -1.65  3.51
C  0.82  -1.22  2.30
N  -0.06  -0.47  1.57
C  -3.39  0.65  2.91
C  -3.97  -0.29  3.75
C  -4.85  0.09  4.75
C  -5.15  1.43  4.92
Cl  -6.19  1.92  6.21
C  -4.62  2.38  4.07
C  -3.75  1.99  3.07
C  0.47  2.60  -3.76
C  1.69  2.93  -3.25
N  2.21  0.36  0.26
H  5.36  -4.65  2.60
H  3.74  -3.39  1.24
H  2.62  -1.14  4.69
H  4.26  -2.38  6.03
H  4.95  -0.63  1.82
H  5.30  1.54  0.27
H  4.93  2.95  -2.96
H  6.39  4.94  -2.80
H  4.41  6.11  0.80
H  2.95  4.12  0.63
H  -1.19  0.47  -5.06
H  -2.45  0.77  -7.16
H  -4.99  3.60  -5.20
H  -3.69  3.34  -3.14
H  -4.41  1.52  -2.03
H  -4.77  1.04  0.58
H  -1.71  -1.06  4.38
H  0.62  -2.30  4.25
H  -3.76  -1.34  3.61
H  -5.28  -0.65  5.40
H  -4.87  3.43  4.19
H  -3.31  2.73  2.41
H  0.04  2.93  -4.69
H  2.45  3.54  -3.68
C  -3.14  -3.68  0.27
C  -3.44  -2.39  -0.47
N  -2.24  -1.92  -1.13
C  -1.03  -2.54  -1.09
N  0.03  -1.81  -1.26
C  1.29  -2.51  -1.48
C  1.35  -3.78  -0.63
C  0.17  -4.67  -0.99
N  -1.05  -3.89  -0.94
C  -2.30  -4.56  -0.65
H  -4.06  -4.18  0.57
H  -2.55  -3.45  1.16
H  -3.81  -1.62  0.22
H  -4.22  -2.55  -1.23
H  -2.16  -0.92  -1.25
H  2.10  -1.83  -1.22
H  1.38  -2.76  -2.54
H  1.29  -3.50  0.43
H  2.28  -4.32  -0.79
H  0.10  -5.50  -0.29
H  0.30  -5.09  -2.00
H  -2.08  -5.52  -0.16
H  -2.86  -4.77  -1.57

=====

# 4
Here is C51H40BrN8O6P2Se2W as an isolated structure at a distorted geometry from the OMol25 dataset. Energies are from ωB97M-V with the def2-TZVPD basis set.

Summary:
* F_max: 3.19 eV/A
* LUMO (spin up / spin down): -0.355 / -0.355 hartree
* net charge: +3

Geometry (Å):
W  -0.13  0.26  0.12
C  -3.39  -1.36  -0.42
O  -1.99  -1.56  -0.58
C  -1.62  -2.71  -1.26
C  -2.49  -3.67  -1.73
C  -1.95  -4.79  -2.35
Br  -3.13  -6.09  -3.03
C  -0.59  -4.98  -2.45
C  0.30  -4.01  -1.96
C  -0.25  -2.86  -1.42
O  0.56  -1.76  -1.03
C  1.74  -4.30  -2.00
N  2.21  -5.33  -2.65
C  3.56  -5.37  -2.38
C  4.52  -6.29  -2.79
C  5.80  -6.13  -2.30
C  6.13  -5.06  -1.44
C  5.20  -4.13  -1.04
C  3.90  -4.31  -1.52
N  2.72  -3.63  -1.30
H  -3.83  -2.19  0.14
H  -3.87  -1.24  -1.39
H  -3.51  -0.43  0.14
H  -3.56  -3.57  -1.65
H  -0.16  -5.86  -2.89
H  1.19  -1.66  -1.76
H  4.26  -7.11  -3.45
H  6.57  -6.83  -2.57
H  7.15  -4.98  -1.09
H  5.46  -3.32  -0.38
H  2.61  -2.88  -0.64
Se  -1.37  6.44  1.21
P  -0.47  5.57  3.09
C  -1.71  5.60  4.40
C  -2.93  5.00  4.05
C  -3.95  4.95  4.98
C  -3.77  5.50  6.24
C  -2.57  6.10  6.58
C  -1.53  6.16  5.66
C  1.17  6.27  3.29
C  1.62  6.93  4.43
C  2.90  7.44  4.45
C  3.73  7.32  3.35
C  3.28  6.67  2.20
C  2.00  6.15  2.16
C  -0.29  3.86  2.56
C  -0.57  3.41  1.29
N  -0.25  2.09  1.29
N  0.19  1.79  2.54
N  0.17  2.82  3.30
P  -1.36  4.47  0.08
Se  -1.63  1.29  -1.31
C  -0.33  4.71  -1.36
C  -0.59  5.81  -2.19
C  0.24  6.04  -3.28
C  1.31  5.20  -3.52
C  1.57  4.12  -2.69
C  0.75  3.87  -1.60
C  -3.10  4.03  -0.07
C  -3.64  2.99  0.69
C  -4.99  2.72  0.61
C  -5.80  3.48  -0.22
C  -5.27  4.52  -0.98
C  -3.91  4.80  -0.90
H  -3.08  4.59  3.06
H  -4.89  4.50  4.71
H  -4.57  5.47  6.96
H  -2.43  6.54  7.55
H  -0.61  6.64  5.94
H  0.99  7.04  5.30
H  3.25  7.95  5.34
H  4.73  7.73  3.37
H  3.92  6.58  1.34
H  1.64  5.66  1.26
H  -1.42  6.47  -1.98
H  0.05  6.88  -3.93
H  1.95  5.38  -4.37
H  2.41  3.46  -2.89
H  0.96  3.03  -0.95
H  -2.99  2.39  1.32
H  -5.42  1.91  1.19
H  -6.86  3.26  -0.29
H  -5.91  5.10  -1.62
H  -3.50  5.60  -1.49
O  5.12  0.20  3.37
C  5.38  -1.06  3.13
O  6.16  -1.93  3.24
C  4.07  -0.58  2.59
C  2.79  -0.78  3.27
C  1.62  -0.64  2.64
N  1.47  -0.32  1.28
C  2.71  -0.10  0.64
C  3.93  -0.20  1.20
C  2.58  0.32  -0.77
O  3.41  0.34  -1.61
O  1.28  0.70  -0.98
H  2.80  -1.05  4.32
H  0.71  -0.80  3.18
H  4.80  0.02  0.59
C  -3.16  -1.26  4.79
N  -2.35  -1.31  3.58
C  -1.72  -2.42  3.08
C  -1.05  -2.02  1.97
N  -1.27  -0.66  1.78
C  -2.05  -0.28  2.79
H  -3.15  -2.24  5.27
H  -4.19  -1.01  4.55
H  -2.77  -0.53  5.49
H  -1.80  -3.39  3.53
H  -0.45  -2.61  1.31
H  -2.41  0.72  2.96